# 1
A molecular structure, C36H45N7PS5W. Source: OMol25; level of theory: ωB97M-V with the def2-TZVPD basis set.

```
95
Properties=species:S:1:pos:R:3:forces:R:3:lowdin_charge:R:1
W -0.912 -0.745 -0.416 0.7 0.0 -0.9 0.747
S 0.542 -2.501 0.495 0.0 0.1 0.1 0.575
C 1.289 -3.075 -1.001 -0.1 0.0 0.1 -0.645
C 2.568 -3.640 -0.968 0.0 0.0 0.0 -0.103
C 3.147 -4.174 -2.102 0.0 0.0 0.0 -0.064
C 2.461 -4.195 -3.313 0.0 0.0 0.0 -0.076
C 1.188 -3.661 -3.373 0.0 0.0 0.0 -0.111
C 0.638 -3.073 -2.240 0.0 0.0 0.0 -0.523
S -1.032 -2.462 -2.257 -0.1 0.2 0.4 0.933
C -1.238 -1.111 -3.475 0.0 0.1 0.0 -0.341
C -2.489 -0.394 -3.046 0.0 0.0 0.0 -0.329
C -3.492 -0.072 -3.940 0.0 0.0 0.1 0.003
C -4.622 0.583 -3.468 0.0 0.0 0.0 -0.018
C -4.735 0.850 -2.117 0.1 0.0 0.0 0.004
C -3.711 0.461 -1.260 -0.1 0.1 0.0 -0.329
C -3.886 0.604 0.220 -0.1 0.0 0.0 -0.329
S -2.359 0.417 1.222 0.4 -0.2 -0.2 0.794
C -2.958 -0.779 2.376 0.0 0.0 0.0 -0.553
C -3.322 -0.403 3.659 0.0 -0.1 0.0 -0.112
C -3.839 -1.361 4.516 0.0 0.0 -0.1 -0.099
C -3.979 -2.672 4.067 0.0 0.1 0.1 -0.073
C -3.618 -3.032 2.781 0.0 0.0 -0.1 -0.092
C -3.099 -2.080 1.901 0.0 0.0 0.0 -0.653
S -2.697 -2.456 0.239 -0.2 -0.2 0.1 0.565
N -2.592 -0.101 -1.732 0.0 -0.1 0.1 -0.075
H 3.108 -3.643 -0.031 0.0 0.0 0.0 0.108
H 4.144 -4.590 -2.041 0.0 0.0 0.0 0.110
H 2.908 -4.639 -4.191 0.0 0.0 0.0 0.107
H 0.627 -3.690 -4.299 0.0 0.0 0.0 0.115
H -1.333 -1.473 -4.497 0.0 -0.1 0.0 0.102
H -0.388 -0.439 -3.379 -0.1 -0.1 -0.1 0.033
H -3.382 -0.335 -4.982 0.0 0.0 0.0 0.123
H -5.415 0.859 -4.149 0.0 0.0 0.0 0.121
H -5.615 1.327 -1.710 0.0 0.0 0.0 0.127
H -4.562 -0.191 0.541 0.0 0.0 0.0 0.100
H -4.348 1.565 0.453 0.0 0.0 0.0 0.098
H -3.199 0.627 3.969 0.0 0.0 0.0 0.105
H -4.143 -1.091 5.518 0.0 0.0 0.0 0.103
H -4.379 -3.425 4.732 0.0 0.0 0.0 0.108
H -3.734 -4.055 2.447 0.0 0.0 0.0 0.108
C 0.165 4.722 0.036 0.1 0.0 0.0 -0.118
N 1.390 3.902 -0.392 0.0 0.0 0.0 -0.056
C 1.558 4.053 -1.909 0.1 0.1 0.1 -0.103
N 0.372 3.702 -2.600 0.0 0.0 0.0 -0.133
C -0.755 4.490 -2.116 -0.1 0.1 0.0 -0.164
N -0.978 4.316 -0.691 0.1 0.0 0.0 -0.142
C -1.307 2.904 -0.387 -0.1 0.1 0.1 -0.286
P -0.013 1.521 -0.903 -0.5 0.0 0.1 0.721
C 1.310 2.456 0.023 0.1 0.1 0.0 -0.177
C 0.127 2.255 -2.594 0.1 -0.1 -0.1 -0.226
H 0.420 5.764 -0.166 0.0 0.0 0.0 0.142
H 0.045 4.555 1.107 0.0 0.0 0.0 0.145
H 2.216 4.300 0.056 0.0 0.0 0.0 0.180
H 2.396 3.415 -2.194 0.0 0.0 0.0 0.149
H 1.806 5.104 -2.069 0.0 0.0 0.0 0.144
H -1.650 4.187 -2.657 0.0 0.0 0.0 0.136
H -0.562 5.545 -2.325 0.0 0.0 0.0 0.136
H -2.265 2.690 -0.874 0.0 0.0 0.0 0.075
H -1.470 2.843 0.693 0.0 0.0 0.0 0.055
H 2.297 2.038 -0.175 -0.1 0.0 0.0 0.087
H 1.112 2.426 1.097 0.0 0.0 0.0 0.063
H -0.778 2.054 -3.173 0.0 0.0 0.0 0.102
H 0.966 1.777 -3.099 -0.1 0.1 0.0 0.064
C 1.969 -0.411 -3.908 0.0 0.0 0.0 -0.045
C 2.807 -0.223 -2.669 0.0 -0.1 -0.1 -0.200
C 4.181 -0.226 -2.883 0.0 -0.1 0.0 -0.057
C 5.086 -0.184 -1.842 0.0 0.0 0.0 -0.077
C 4.588 -0.154 -0.558 0.0 0.0 0.0 -0.053
C 3.221 -0.124 -0.287 0.1 0.0 0.0 -0.234
C 2.852 -0.052 1.165 -0.1 0.0 0.1 -0.110
C 2.291 -0.134 -1.352 -0.1 -0.1 -0.2 -0.250
N 0.888 0.043 -1.138 0.0 0.0 0.6 -0.319
H 2.606 -0.749 -4.723 0.0 0.0 0.0 0.089
H 1.461 0.487 -4.265 0.0 0.0 0.0 0.068
H 1.231 -1.188 -3.755 0.1 0.0 0.0 0.028
H 4.538 -0.296 -3.903 0.0 0.0 0.0 0.110
H 6.151 -0.199 -2.027 0.0 0.0 0.0 0.105
H 5.270 -0.150 0.283 0.0 0.0 0.0 0.110
H 3.707 -0.365 1.766 0.0 0.0 0.0 0.085
H 2.001 -0.682 1.392 -0.1 0.0 0.0 -0.041
H 2.586 0.949 1.500 0.1 0.0 0.0 0.031
C -0.684 -1.375 6.462 -0.2 -0.1 0.0 -0.069
N -0.402 -0.257 5.578 0.1 0.2 0.1 -0.033
C 0.428 -0.291 4.523 0.1 -0.2 -0.2 -0.836
S 0.187 0.688 3.171 -0.2 0.3 0.2 0.630
N 1.445 -1.172 4.550 0.0 0.0 -0.2 -0.032
C 2.138 -1.647 5.735 0.1 0.0 0.1 -0.069
H -1.764 -1.453 6.580 0.0 0.0 0.0 0.075
H -0.227 -1.263 7.445 0.0 0.0 0.0 0.083
H -0.337 -2.300 6.004 -0.1 0.0 0.0 0.090
H -1.084 0.479 5.522 0.0 0.0 0.0 0.106
H 1.934 -1.233 3.670 0.0 0.0 0.0 0.101
H 1.813 -1.082 6.606 0.1 0.0 -0.1 0.081
H 3.207 -1.479 5.609 0.0 0.0 0.0 0.090
H 1.967 -2.709 5.915 0.0 0.0 0.0 0.087
```
Positions in Å, forces in eV/Å.

Results
Strongest force on any atom, Eh/bohr: 0.023
ΔE to the lowest compared entry with this formula, charge and spin, eV: 0.609
Total charge: +1
Orbital gap (spin up / spin down), eV: 6.03 / 6.03
E, eV: -113778.738
HOMO energy (spin up / spin down), hartree: -0.3206 / -0.3191
E_LUMO (spin up / spin down), eV: -2.7 / -2.7


# 2
A molecular structure, C36H46BN2O3PS6SbTc. Source: OMol25; level of theory: ωB97M-V with the def2-TZVPD basis set.

```
97
Properties=species:S:1:pos:R:3:forces:R:3:lowdin_charge:R:1
Tc 0.462 0.121 0.241 -0.7 0.4 -1.6 1.076
C -1.089 -1.781 -4.661 0.1 0.1 0.1 -0.079
C 0.031 -1.303 -3.732 -0.1 0.0 -0.1 -0.229
C 1.007 -2.389 -3.378 -0.1 0.1 0.2 -0.165
C 1.738 -2.993 -4.392 0.0 0.0 0.1 -0.037
C 2.594 -4.048 -4.129 0.0 0.0 0.0 -0.079
C 2.725 -4.505 -2.833 -0.1 0.0 0.0 -0.066
C 2.021 -3.925 -1.784 -0.1 0.1 0.2 -0.164
C 2.246 -4.487 -0.399 -0.1 -0.1 -0.1 -0.197
C 1.688 -5.907 -0.255 0.1 0.2 0.1 -0.080
C 1.155 -2.850 -2.060 0.3 -0.4 -0.4 -0.154
N 0.464 -2.213 -0.993 -0.2 0.1 0.7 0.081
C -0.344 -2.908 -0.293 1.2 -0.4 -0.9 -0.207
C -1.032 -2.392 0.862 -1.0 1.0 -0.5 -0.559
C -1.851 -3.090 1.778 -0.1 -0.5 1.5 -0.169
C -2.240 -2.173 2.738 0.2 -0.6 0.2 -0.126
C -1.642 -0.952 2.386 0.2 -0.1 -0.6 -0.172
N -0.905 -1.084 1.274 0.4 0.2 1.1 -0.168
H -1.794 -0.966 -4.826 0.0 0.0 -0.1 0.076
H -1.630 -2.615 -4.211 0.0 0.0 0.0 0.079
H -0.699 -2.104 -5.626 0.0 0.0 0.0 0.066
H -0.427 -0.932 -2.825 0.1 0.1 0.0 -0.013
H 0.563 -0.468 -4.195 0.0 0.0 0.0 0.117
H 1.627 -2.627 -5.406 0.0 0.0 0.0 0.116
H 3.154 -4.511 -4.931 0.0 0.0 0.0 0.107
H 3.393 -5.330 -2.615 0.0 0.0 0.0 0.118
H 1.794 -3.848 0.358 0.2 0.0 0.0 0.074
H 3.322 -4.505 -0.206 0.0 0.1 0.0 0.105
H 0.604 -5.918 -0.375 0.0 0.0 0.0 0.066
H 1.928 -6.315 0.728 0.0 0.0 0.0 0.074
H 2.114 -6.563 -1.013 0.0 -0.1 0.0 0.071
H -0.582 -3.940 -0.568 0.0 0.0 0.0 0.143
H -2.127 -4.130 1.716 0.1 0.0 0.0 0.123
H -2.878 -2.349 3.588 -0.1 0.0 -0.1 0.109
H -1.702 -0.002 2.898 0.0 0.0 0.0 0.125
S -4.332 2.313 -1.675 0.2 -0.3 0.5 -0.217
Sb -3.238 1.498 0.102 -0.8 0.2 -0.2 0.563
S -2.840 -2.279 -0.309 -0.8 -0.6 -1.3 0.417
S -1.215 0.575 -1.083 0.1 0.2 0.0 0.168
S -4.062 -1.125 0.605 -0.2 0.7 0.1 0.121
C -0.849 5.253 1.171 0.1 -0.2 0.0 0.000
C -1.012 3.938 1.921 -0.1 0.1 0.2 -0.446
C -2.380 3.936 2.599 0.2 -0.1 -0.1 -0.043
O -0.990 2.867 0.941 0.2 0.2 -0.3 -0.109
B -0.040 1.925 1.276 0.1 -0.2 -0.3 -0.793
O 0.559 2.239 2.456 0.2 -0.3 0.4 0.064
C 0.180 3.563 2.886 0.1 0.3 0.0 -0.445
C -0.188 3.505 4.361 0.0 -0.1 -0.1 -0.006
C 1.414 4.442 2.703 -0.1 -0.1 -0.1 -0.001
H -1.716 5.404 0.529 0.0 0.0 0.0 0.097
H 0.037 5.239 0.541 0.0 0.1 0.0 0.095
H -0.786 6.085 1.872 0.0 0.1 0.0 0.097
H -3.145 4.173 1.858 0.0 0.0 0.0 0.078
H -2.412 4.695 3.378 -0.1 0.0 0.0 0.094
H -2.615 2.963 3.030 0.0 0.0 0.1 0.077
H -0.985 2.789 4.554 0.0 0.0 0.0 0.085
H -0.501 4.487 4.714 0.0 0.0 0.0 0.096
H 0.687 3.199 4.933 0.0 0.0 0.0 0.093
H 1.746 4.429 1.666 0.0 0.0 0.0 0.096
H 2.225 4.044 3.313 0.0 0.0 0.0 0.094
H 1.215 5.467 3.010 0.0 0.0 0.0 0.093
C 2.429 -2.154 2.799 -0.2 0.1 -0.3 -0.021
C 1.900 -0.725 2.826 0.1 -0.3 1.2 -0.450
C 2.857 0.247 3.504 -0.1 0.1 -0.4 -0.050
O 1.572 -0.312 1.518 0.9 -0.2 0.7 -0.357
H 1.660 -2.840 2.441 0.0 0.0 0.0 0.068
H 3.299 -2.226 2.145 0.0 0.0 0.0 0.072
H 2.715 -2.458 3.804 0.0 0.0 0.0 0.091
H 0.958 -0.721 3.394 0.0 0.1 -0.2 0.139
H 2.941 -0.003 4.561 0.0 -0.1 0.0 0.090
H 2.459 1.252 3.395 0.1 0.0 0.1 0.059
H 3.840 0.215 3.040 0.0 0.0 0.0 0.040
S 4.431 1.883 0.780 0.0 -0.1 -0.1 0.255
P 3.950 1.055 -0.929 0.2 0.2 0.4 0.112
S 1.959 1.166 -1.416 -0.3 0.1 -0.1 0.278
C 4.761 1.887 -2.340 -0.2 -0.1 0.1 -0.390
C 4.144 2.044 -3.576 0.0 0.0 0.0 -0.124
C 4.826 2.658 -4.616 0.0 0.0 0.0 -0.081
C 6.120 3.118 -4.426 0.0 0.0 0.0 -0.087
C 6.733 2.974 -3.189 0.0 0.0 0.0 -0.079
C 6.055 2.362 -2.147 0.0 0.0 0.0 -0.102
C 4.584 -0.657 -1.064 -0.1 0.2 0.1 -0.357
C 5.082 -1.302 0.060 0.0 0.0 0.1 -0.117
C 5.637 -2.569 -0.055 0.0 -0.1 0.0 -0.090
C 5.722 -3.176 -1.299 0.0 0.0 0.0 -0.093
C 5.236 -2.526 -2.425 0.0 0.0 -0.1 -0.086
C 4.652 -1.276 -2.309 0.0 0.0 0.0 -0.076
H 3.128 1.700 -3.718 0.0 0.0 0.0 0.058
H 4.341 2.779 -5.576 0.0 0.0 0.0 0.103
H 6.651 3.596 -5.239 0.0 0.0 0.0 0.101
H 7.738 3.343 -3.034 0.0 0.0 0.0 0.103
H 6.518 2.261 -1.173 0.0 0.0 0.0 0.081
H 5.061 -0.793 1.016 0.0 0.0 0.0 0.060
H 6.016 -3.076 0.823 0.0 0.0 0.0 0.105
H 6.167 -4.159 -1.393 0.0 0.0 0.0 0.105
H 5.315 -2.993 -3.397 0.0 0.0 0.0 0.104
H 4.259 -0.773 -3.184 0.0 0.0 0.0 0.107
```
Positions in Å, forces in eV/Å.

Results
Strongest force on any atom, Eh/bohr: 0.035
ΔE to the lowest compared entry with this formula, charge and spin, eV: 1.445
Orbital gap (spin up / spin down), eV: 5.58 / 5.57
E, eV: -130918.195
HOMO energy (spin up / spin down), hartree: -0.2758 / -0.2761
E_LUMO (spin up / spin down), eV: -1.9 / -1.9